# 1
{"formula": "H18O19SV3", "method": "ωB97M-V with the def2-TZVPD basis set", "elements": ["O", "V", "O", "O", "V", "O", "O", "V", "O", "S", "O", "O", "O", "O", "O", "H", "H", "O", "H", "H", "O", "H", "H", "O", "H", "H", "O", "H", "H", "O", "H", "H", "O", "H", "H", "O", "H", "H", "O", "H", "H"], "coordinates": [[0.956, -0.022, 3.413], [1.368, 1.337, 2.709], [1.252, 2.582, 3.760], [-0.206, -4.337, 0.254], [-1.161, -3.116, 0.099], [-1.759, -3.398, -1.406], [1.579, -2.528, -2.766], [2.347, -1.133, -3.119], [3.945, -1.218, -2.736], [0.597, -0.091, -0.444], [0.182, -1.493, -0.268], [1.431, -0.013, -1.614], [-0.627, 0.685, -0.540], [1.336, 0.320, 0.733], [-0.907, -2.411, 2.329], [-0.157, -2.107, 2.840], [-1.552, -2.676, 2.985], [-2.933, 1.749, -0.777], [-2.731, 2.633, -0.470], [-2.143, 1.242, -0.586], [-0.965, 1.813, 2.126], [-0.931, 1.626, 1.188], [-1.817, 2.230, 2.257], [2.496, -2.477, 1.029], [2.287, -2.890, 1.866], [1.928, -1.707, 0.992], [1.713, 3.040, 1.217], [1.366, 3.678, 0.593], [2.543, 2.757, 0.834], [-0.495, 2.117, -3.005], [0.319, 1.848, -2.580], [-1.185, 1.719, -2.475], [-3.396, -0.010, -3.073], [-4.317, 0.226, -2.960], [-2.950, 0.402, -2.333], [3.557, 1.238, -0.151], [2.806, 0.645, -0.144], [4.312, 0.666, -0.290], [-2.665, -1.360, 0.111], [-3.255, -0.907, 0.714], [-2.170, -0.659, -0.313]], "mulliken_charge": [-0.517, 1.015, -0.400, -0.433, 1.032, -0.485, -0.510, 1.590, -0.541, 1.589, -0.173, -0.506, -0.519, -0.267, -0.455, 0.200, 0.297, -0.715, 0.350, 0.307, -0.549, 0.377, 0.329, -0.585, 0.278, 0.171, -0.502, 0.275, 0.374, -0.693, 0.265, 0.439, -0.648, 0.309, 0.278, -0.720, 0.292, 0.259, -0.539, 0.259, 0.474], "gap_ev": 7.1, "e_lumo_ev": -6.32, "total_charge": 1}

# 2
{"formula": "C5H11NO", "method": "ωB97M-V with the def2-TZVPD basis set", "elements": ["C", "C", "N", "C", "H", "H", "H", "H", "H", "C", "O", "C", "H", "H", "H", "H", "H", "H"], "coordinates": [[1.768, -1.342, -0.243], [1.986, -0.071, -0.119], [2.184, 1.123, -0.193], [2.269, 2.094, 0.854], [2.573, -2.053, -0.238], [0.766, -1.714, -0.359], [3.247, 2.573, 0.792], [1.508, 2.854, 0.671], [2.132, 1.677, 1.858], [-1.451, 0.175, -1.013], [-1.531, -1.159, -0.580], [-2.591, -1.379, 0.314], [-2.361, 0.472, -1.550], [-0.593, 0.240, -1.679], [-1.303, 0.857, -0.167], [-3.558, -1.145, -0.150], [-2.564, -2.434, 0.581], [-2.481, -0.770, 1.220]], "nbo_charge": [-0.662, 0.422, -0.444, -0.421, 0.236, 0.260, 0.210, 0.208, 0.185, -0.252, -0.546, -0.246, 0.166, 0.201, 0.162, 0.164, 0.194, 0.163], "gap_ev": 9.5, "e_lumo_ev": 0.95, "total_charge": 0}

# 3
{"formula": "C5H11OP", "method": "ωB97M-V with the def2-TZVPD basis set", "elements": ["C", "C", "C", "C", "C", "O", "P", "H", "H", "H", "H", "H", "H", "H", "H", "H", "H", "H"], "coordinates": [[-1.791, -0.070, 0.266], [-1.222, 0.378, -0.832], [-3.310, 0.106, 0.558], [1.548, 0.227, 1.271], [2.521, -0.859, -1.414], [1.834, 1.927, -0.772], [1.494, 0.524, -0.465], [-1.283, -0.684, 1.102], [-1.458, 0.941, -1.751], [-3.366, 0.618, 1.489], [-3.770, -0.922, 0.641], [-3.813, 0.505, -0.351], [2.520, 0.245, 1.586], [1.200, 1.156, 1.743], [1.053, -0.674, 1.499], [1.880, -1.375, -2.161], [3.347, -0.458, -1.857], [2.615, -1.585, -0.553]], "nbo_charge": [-0.284, -0.312, -0.646, -1.042, -0.918, -1.076, 1.737, 0.203, 0.214, 0.221, 0.211, 0.218, 0.247, 0.275, 0.241, 0.247, 0.237, 0.227], "gap_ev": [8.0, 8.0], "e_lumo_ev": [0.15, 0.14], "total_charge": 0}

# 4
{"formula": "C5H13NO", "method": "ωB97M-V with the def2-TZVPD basis set", "elements": ["C", "C", "N", "C", "C", "C", "O", "H", "H", "H", "H", "H", "H", "H", "H", "H", "H", "H", "H", "H"], "coordinates": [[-0.808, 1.488, 1.323], [-0.588, -0.005, 1.108], [-0.406, -0.714, 2.393], [0.615, -0.320, 0.239], [0.606, 0.369, -1.126], [0.727, -0.604, -2.283], [-0.416, -1.435, -2.297], [0.130, 1.893, 1.668], [-1.193, 2.029, 0.448], [-1.617, 1.648, 2.044], [-1.425, -0.497, 0.620], [-1.302, -0.821, 2.848], [0.139, -0.120, 3.013], [0.640, -1.407, 0.168], [1.537, -0.104, 0.767], [-0.330, 0.895, -1.301], [1.447, 1.048, -1.248], [1.690, -1.143, -2.252], [0.829, -0.037, -3.224], [-0.275, -2.163, -2.908]], "nbo_charge": [-0.632, -0.047, -0.827, -0.411, -0.425, -0.048, -0.727, 0.201, 0.212, 0.208, 0.191, 0.352, 0.343, 0.223, 0.195, 0.207, 0.209, 0.153, 0.152, 0.471], "gap_ev": 10.2, "e_lumo_ev": 0.98, "total_charge": 0}

# 5
{"formula": "C32H31BF6O2S", "method": "ωB97M-V with the def2-TZVPD basis set", "elements": ["C", "C", "C", "C", "C", "B", "C", "C", "C", "C", "C", "F", "F", "F", "C", "C", "O", "C", "C", "C", "C", "C", "C", "O", "S", "H", "H", "H", "H", "H", "H", "H", "H", "H", "H", "H", "H", "H", "H", "H", "H", "H", "H", "H", "H", "H", "F", "C", "F", "F", "C", "C", "C", "C", "C", "C", "C", "C", "C", "C", "C", "C", "C", "H", "H", "H", "H", "H", "H", "H", "H", "H", "H"], "coordinates": [[-2.891, 3.909, -0.328], [-1.948, 2.880, 0.174], [-1.802, 2.364, 1.462], [-0.513, 1.818, 1.704], [0.339, 1.872, 0.605], [-1.954, -2.498, -0.278], [1.756, 2.185, 0.537], [2.585, 2.248, 1.688], [3.956, 2.040, 1.556], [4.516, 2.095, 0.277], [5.989, 1.820, 0.120], [6.473, 2.193, -1.102], [6.763, 2.452, 1.055], [6.228, 0.470, 0.251], [3.740, 2.374, -0.847], [2.365, 2.419, -0.707], [-2.809, -2.541, 0.774], [-4.024, -1.900, 0.273], [-5.076, -3.004, 0.326], [-4.351, -0.803, 1.267], [-3.639, -1.445, -1.210], [-4.680, -1.662, -2.284], [-3.165, 0.008, -1.248], [-2.497, -2.295, -1.531], [-0.594, 2.412, -0.800], [-3.622, 4.194, 0.439], [-2.331, 4.818, -0.608], [-3.419, 3.557, -1.225], [-2.585, 2.441, 2.222], [-0.246, 1.340, 2.644], [2.122, 2.330, 2.675], [4.580, 1.842, 2.430], [4.200, 2.514, -1.825], [1.755, 2.594, -1.592], [-6.073, -2.601, 0.093], [-4.841, -3.812, -0.387], [-5.107, -3.432, 1.342], [-5.259, -0.267, 0.963], [-4.530, -1.258, 2.250], [-3.536, -0.077, 1.376], [-5.558, -1.032, -2.095], [-4.272, -1.355, -3.257], [-5.000, -2.709, -2.369], [-3.971, 0.703, -0.982], [-2.306, 0.198, -0.586], [-2.845, 0.258, -2.267], [5.048, 0.419, -3.549], [3.905, -0.188, -4.007], [3.396, 0.603, -4.997], [4.277, -1.373, -4.581], [2.929, -0.389, -2.887], [1.558, -0.260, -3.107], [0.681, -0.472, -2.055], [1.140, -0.715, -0.726], [0.166, -0.780, 0.335], [0.574, -1.313, 1.636], [0.053, -2.525, 2.161], [0.498, -3.031, 3.384], [1.397, -2.296, 4.178], [1.888, -1.072, 3.697], [1.547, -0.651, 2.418], [2.544, -0.923, -0.566], [3.413, -0.763, -1.633], [1.180, -0.001, -4.098], [-0.398, -0.473, -2.238], [-0.864, -1.348, -0.036], [-0.677, -3.085, 1.574], [0.131, -3.996, 3.740], [1.716, -2.676, 5.151], [2.542, -0.450, 4.311], [2.006, 0.244, 2.011], [2.945, -1.236, 0.400], [4.481, -0.909, -1.492]], "mulliken_charge": [-1.398, 0.756, -0.992, 0.092, 0.800, 1.430, 0.346, -0.573, -0.724, 0.213, 0.835, -0.290, -0.280, -0.250, -0.744, -0.801, -0.291, 1.747, -2.002, -1.563, 1.597, -1.927, -1.033, -0.569, -0.290, 0.387, 0.329, 0.311, 0.401, 0.515, 0.383, 0.468, 0.466, 0.314, 0.346, 0.374, 0.471, 0.325, 0.471, 0.110, 0.336, 0.471, 0.347, 0.488, -0.843, 0.572, -0.216, 0.821, -0.293, -0.275, 0.496, -1.211, -0.212, 0.882, 0.638, -0.128, -0.812, -0.867, -0.708, -0.917, 0.448, -0.439, -1.150, 0.473, 0.262, -0.533, 0.244, 0.434, 0.378, 0.436, 0.230, 0.459, 0.423], "gap_ev": 5.1, "e_lumo_ev": -1.46, "total_charge": 0}

# 6
{"formula": "C26H23Cl2N6O6P2STi", "method": "ωB97M-V with the def2-TZVPD basis set", "elements": ["Ti", "C", "C", "C", "C", "N", "C", "N", "C", "N", "C", "N", "C", "C", "C", "C", "C", "N", "C", "C", "C", "C", "C", "C", "H", "H", "H", "H", "H", "H", "H", "H", "H", "H", "H", "H", "Cl", "C", "C", "C", "C", "C", "Cl", "C", "S", "H", "H", "H", "N", "C", "C", "P", "O", "O", "O", "P", "O", "O", "O", "H", "H", "H", "H", "H", "H", "H", "H"], "coordinates": [[0.524, -0.123, 0.501], [2.908, 2.733, 2.528], [1.929, 3.712, 2.825], [0.615, 3.373, 2.824], [0.208, 2.045, 2.499], [1.156, 1.165, 2.027], [2.466, 1.507, 2.142], [-1.078, 1.717, 2.711], [-1.481, 0.458, 2.524], [-0.740, -0.520, 1.944], [-1.376, -1.723, 2.011], [-0.871, -2.885, 1.556], [0.380, -2.966, 1.117], [0.818, -4.243, 0.616], [2.102, -4.447, 0.266], [3.047, -3.384, 0.405], [2.579, -2.182, 0.836], [1.287, -1.919, 1.143], [-2.650, -1.509, 2.645], [-3.713, -2.365, 2.934], [-4.839, -1.828, 3.527], [-4.915, -0.454, 3.837], [-3.862, 0.396, 3.560], [-2.724, -0.140, 2.960], [3.968, 2.940, 2.583], [2.228, 4.724, 3.075], [-0.167, 4.075, 3.081], [3.175, 0.729, 1.898], [0.068, -5.020, 0.548], [2.419, -5.417, -0.102], [4.103, -3.519, 0.211], [3.263, -1.350, 0.945], [-3.654, -3.416, 2.682], [-5.684, -2.468, 3.750], [-5.818, -0.062, 4.288], [-3.913, 1.455, 3.784], [-0.120, 2.281, -0.460], [-1.657, 2.476, -1.262], [-1.910, 3.724, -1.793], [-3.109, 3.953, -2.445], [-4.025, 2.918, -2.542], [-3.739, 1.675, -1.998], [-4.952, 0.433, -2.176], [-2.528, 1.378, -1.334], [-2.136, -0.179, -0.702], [-1.169, 4.508, -1.694], [-3.324, 4.922, -2.878], [-4.974, 3.063, -3.043], [3.034, -1.959, -2.430], [2.409, -0.688, -2.959], [2.837, -0.450, -4.402], [0.623, -0.648, -2.655], [0.040, -1.749, -3.681], [0.231, 0.732, -3.015], [0.534, -1.243, -1.255], [3.124, 0.595, -1.782], [2.869, 1.949, -2.575], [4.564, 0.213, -1.730], [2.310, 0.576, -0.511], [3.035, -2.701, -3.125], [2.530, -2.285, -1.594], [3.983, -1.708, -2.135], [2.643, -1.338, -5.012], [3.894, -0.184, -4.471], [2.249, 0.367, -4.814], [-0.920, -1.798, -3.578], [1.902, 2.077, -2.634]], "lowdin_spin": [0.931, 0.030, 0.022, 0.010, 0.042, 0.043, 0.010, 0.070, 0.139, -0.002, 0.181, 0.034, 0.068, 0.006, 0.035, 0.035, 0.010, 0.070, 0.055, 0.024, 0.025, 0.040, 0.012, 0.064, 0.002, 0.001, 0.000, 0.000, 0.000, 0.002, 0.002, 0.000, 0.001, 0.001, 0.002, 0.000, 0.001, 0.001, 0.000, 0.000, 0.000, 0.000, 0.000, 0.000, 0.005, 0.000, 0.000, 0.000, 0.001, 0.001, 0.000, 0.001, 0.000, 0.000, 0.006, 0.002, 0.001, 0.001, 0.014, 0.000, 0.001, 0.000, 0.000, 0.000, 0.000, 0.000, 0.000], "multiplicity": 3, "gap_ev": [5.0, 6.3], "e_lumo_ev": [2.15, 2.03], "total_charge": -1}

# 7
{"formula": "C7H16IO5W", "method": "ωB97M-V with the def2-TZVPD basis set", "elements": ["W", "C", "O", "C", "C", "O", "C", "C", "O", "C", "H", "H", "H", "H", "H", "H", "H", "H", "H", "H", "H", "H", "H", "H", "I", "C", "H", "H", "O", "O"], "coordinates": [[-0.446, -0.209, -0.424], [0.745, -3.152, -0.660], [-0.123, -2.194, 0.103], [-0.484, -2.641, 1.469], [-0.230, -1.473, 2.382], [-0.777, -0.313, 1.625], [-1.403, 0.801, 2.380], [-1.237, 1.989, 1.473], [-1.505, 1.480, 0.102], [-2.368, 2.400, -0.723], [0.236, -4.113, -0.639], [0.812, -2.778, -1.677], [1.716, -3.180, -0.172], [-1.529, -2.945, 1.436], [0.148, -3.490, 1.726], [-0.775, -1.562, 3.321], [0.823, -1.263, 2.561], [-2.439, 0.515, 2.552], [-0.868, 0.932, 3.320], [-1.965, 2.769, 1.692], [-0.229, 2.403, 1.476], [-1.896, 3.379, -0.702], [-2.397, 1.994, -1.727], [-3.353, 2.398, -0.266], [-2.365, -1.138, -1.893], [0.171, 0.479, -2.339], [-0.428, 0.960, -3.118], [1.236, 0.444, -2.579], [1.042, 1.052, -0.423], [1.443, -0.258, -0.417]], "nbo_charge": [1.805, -0.241, -0.569, -0.098, -0.089, -0.599, -0.087, -0.102, -0.570, -0.232, 0.256, 0.226, 0.245, 0.248, 0.277, 0.274, 0.249, 0.251, 0.273, 0.279, 0.249, 0.250, 0.220, 0.250, 0.393, -0.128, 0.232, 0.248, -0.263, -0.249], "gap_ev": [7.1, 7.1], "e_lumo_ev": [-14.50, -14.50], "total_charge": 3}

What are the energy relative to the best compared isomer or geometry (same formula, charge and spin) values for these records? In order: 274.46; 301.05; 331.90; 89.68; 543.59; 0.00; 155.66 kJ/mol.
What are the largest force on an atom values for these records? In order: 0.1090; 0.0212; 0.1076; 0.0234; 0.0536; 0.0378; 0.0149 Eh/bohr.